No. 1
The following is a quantum chemistry calculation of one molecule with the formula C5H11NO, from the OMol25 dataset.

Computed properties:
- HOMO: -0.3503 Eh
- ΔE to the lowest compared entry with this formula, charge and spin: 51.63 kcal/mol
- LUMO: 0.9 eV
- Energy: -8899.4585 eV
- HOMO-LUMO gap: 10.4 eV
- Structure (SMILES): CCN(C=O)CC

Each line ends with the Löwdin charge.
CARTESIAN COORDINATES (ANGSTROEM)
C1 1.200 -0.312 -1.793  -0.076
C2 0.835 0.823 -0.791  -0.221
N1 -0.178 0.432 0.178  -0.143
C3 -1.535 0.576 -0.154  -0.313
O1 -2.566 -0.105 -0.135  0.016
C4 0.113 -0.749 1.004  -0.213
C5 1.446 -0.517 1.779  -0.084
H1 1.833 0.136 -2.543  0.066
H2 0.301 -0.853 -2.252  0.112
H3 1.810 -1.062 -1.440  0.027
H4 1.869 1.238 -0.410  0.150
H5 0.318 1.664 -1.213  0.085
H6 -1.629 1.754 -0.575  0.165
H7 -0.709 -1.217 1.652  0.148
H8 0.386 -1.578 0.365  0.092
H9 1.451 0.498 2.321  0.105
H10 1.513 -1.231 2.539  0.043
H11 2.275 -0.455 1.122  0.041

=====

No. 2
The following is a quantum chemistry calculation of an isolated ion of composition C11H14NO and charge +1, from the OMol25 dataset.

Computed properties:
- HOMO: -0.4947 Eh
- ΔE to the lowest compared entry with this formula, charge and spin: 20.28 kcal/mol
- LUMO: -3.6 eV
- Energy: -15162.2728 eV
- HOMO-LUMO gap: 9.8 eV
- Structure (SMILES): C=C[N@+](C)(C(C)=O)c1ccccc1
- Total charge: +1

Each line ends with the Löwdin charge.
CARTESIAN COORDINATES (ANGSTROEM)
C1 -0.060 -2.879 0.654  0.131
C2 0.219 -1.754 -0.074  -0.080
N1 -0.668 -0.518 -0.235  -0.150
C3 -2.004 -0.660 0.578  0.102
C4 -0.851 -0.465 -1.783  -0.423
C5 0.339 -0.249 -2.551  0.003
O1 -1.906 -0.881 -2.089  0.207
C6 0.046 0.647 0.295  -0.241
C7 1.040 0.490 1.225  -0.005
C8 1.686 1.566 1.817  -0.040
C9 1.303 2.788 1.438  -0.062
C10 0.292 2.967 0.506  -0.027
C11 -0.379 1.930 -0.077  0.009
H1 0.554 -3.732 0.761  0.076
H2 -0.962 -2.953 1.183  0.050
H3 1.149 -1.531 -0.671  0.135
H4 -2.261 -1.728 0.348  0.115
H5 -1.628 -0.507 1.544  0.094
H6 -2.616 0.172 0.185  0.124
H7 1.422 -0.228 -2.200  0.127
H8 0.309 -1.053 -3.368  0.148
H9 0.284 0.752 -3.077  0.136
H10 1.260 -0.507 1.565  0.113
H11 2.330 1.625 2.675  0.128
H12 1.944 3.550 1.705  0.103
H13 0.061 3.946 0.342  0.092
H14 -1.242 1.992 -0.736  0.134

=====

No. 3
The following is a quantum chemistry calculation of C16H14Br4O3SSe2Te2Zr as an isolated structure, from the OMol25 dataset.

Computed properties:
- HOMO: -0.2616 Eh
- ΔE to the lowest compared entry with this formula, charge and spin: 39.98 kcal/mol
- LUMO: -1.3 eV
- Energy: -460529.3593 eV
- HOMO-LUMO gap: 5.8 eV

Each line ends with the Löwdin charge.
CARTESIAN COORDINATES (ANGSTROEM)
Zr1 0.122 0.435 1.331  1.034
C1 -3.061 0.106 2.108  -0.162
C2 -3.391 -1.239 2.225  -0.078
C3 -3.519 -2.019 1.089  -0.071
C4 -3.309 -1.458 -0.165  -0.075
C5 -2.975 -0.119 -0.286  -0.093
C6 -2.824 0.670 0.855  -0.173
H1 -3.060 0.727 2.992  0.057
H2 -3.557 -1.666 3.205  0.113
H3 -3.788 -3.064 1.175  0.113
H4 -3.429 -2.064 -1.055  0.115
H5 -2.865 0.320 -1.269  0.115
H6 -2.670 1.740 0.759  0.090
Se1 -0.794 2.583 3.113  -0.094
Te1 -0.022 0.658 4.440  0.278
Te2 2.214 -0.384 3.380  0.318
Se2 2.461 -0.670 0.894  0.199
Br1 -0.035 -6.151 -0.267  0.732
C7 -0.035 -4.272 -0.376  -0.744
C8 0.099 -3.632 -1.601  -0.747
Br2 0.300 -4.630 -3.186  0.726
C9 0.071 -2.236 -1.658  -0.633
Br3 0.281 -1.295 -3.282  0.792
C10 -0.111 -1.474 -0.518  -0.495
O1 -0.139 -0.130 -0.525  -0.354
C11 -0.237 -2.130 0.732  -0.495
O2 -0.365 -1.366 1.824  -0.462
C12 -0.178 -3.511 0.787  -0.641
Br4 -0.294 -4.283 2.498  0.800
O3 1.077 2.078 0.727  -0.810
S1 2.513 2.179 0.160  0.919
C13 2.518 3.908 -0.443  -0.294
C14 3.147 3.841 -1.824  -0.236
C15 2.428 2.688 -2.518  -0.217
C16 2.450 1.516 -1.542  -0.337
H7 3.051 4.536 0.266  0.095
H8 1.472 4.212 -0.491  0.103
H9 4.218 3.633 -1.748  0.119
H10 3.021 4.781 -2.362  0.119
H11 2.902 2.414 -3.460  0.120
H12 1.397 2.980 -2.726  0.122
H13 3.346 0.904 -1.649  0.093
H14 1.568 0.882 -1.609  0.039

=====

No. 4
The following is a quantum chemistry calculation of a 2-piece molecular cluster, C4H13NO overall, from the OMol25 dataset.

Computed properties:
- HOMO: -0.3409 Eh
- ΔE to the lowest compared entry with this formula, charge and spin: 68.13 kcal/mol
- LUMO: 0.9 eV
- Energy: -7893.7064 eV
- HOMO-LUMO gap: 10.1 eV
- Structure (SMILES): CCOCC.N

Each line ends with the Löwdin charge.
CARTESIAN COORDINATES (ANGSTROEM)
C1 -0.610 -0.257 0.315  -0.107
C2 0.529 -0.992 0.967  -0.302
O1 1.640 -0.674 0.191  -0.190
C3 1.953 -0.620 -1.157  -0.243
C4 3.384 0.244 -1.479  -0.049
H1 -0.154 0.790 0.251  0.101
H2 -0.796 -0.563 -0.772  0.084
H3 -1.650 -0.321 0.806  0.093
H4 0.250 -1.970 1.168  0.077
H5 0.730 -0.665 2.060  0.147
H6 1.218 -0.458 -1.942  0.093
H7 2.321 -1.676 -1.302  0.109
H8 3.737 0.699 -0.509  0.070
H9 3.252 0.857 -2.412  0.060
H10 4.220 -0.470 -1.723  0.055
N1 -5.845 1.897 1.128  -0.011
H11 -5.879 0.984 0.632  0.021
H12 -5.862 2.806 0.631  0.021
H13 -5.134 1.844 1.813  -0.031

=====

No. 5
The following is a quantum chemistry calculation of a 2-piece molecular cluster, C2H5N overall, from the OMol25 dataset.

Computed properties:
- HOMO: -0.3638 Eh
- ΔE to the lowest compared entry with this formula, charge and spin: 54.75 kcal/mol
- LUMO: 1.2 eV
- Energy: -3642.1399 eV
- HOMO-LUMO gap: 11.1 eV
- Structure (SMILES): C#C.N

Each line ends with the Löwdin charge.
CARTESIAN COORDINATES (ANGSTROEM)
C1 -1.416 1.026 -0.224  -0.021
C2 -1.720 0.008 0.342  -0.041
H1 -1.126 1.941 -0.596  -0.005
H2 -2.268 -0.944 0.392  0.033
N1 1.340 -0.244 -0.129  0.007
H3 1.334 -1.306 -0.230  0.052
H4 2.327 -0.194 -0.373  0.008
H5 1.530 -0.285 0.817  -0.034

=====

No. 6
The following is a quantum chemistry calculation of one molecule with the formula CH2BrClO, from the OMol25 dataset.

Computed properties:
- HOMO: -0.3862 Eh
- ΔE to the lowest compared entry with this formula, charge and spin: 2.66 kcal/mol
- LUMO: 0.7 eV
- Energy: -85681.1782 eV
- HOMO-LUMO gap: 11.2 eV
- Structure (SMILES): O[C@H](Cl)Br

Each line ends with the Löwdin charge.
CARTESIAN COORDINATES (ANGSTROEM)
O1 -0.179 0.760 0.532  -0.098
C1 0.562 0.632 -0.566  -1.317
Cl1 2.205 0.034 -0.331  0.579
Br1 0.379 2.030 -1.843  0.679
H1 -0.191 1.599 0.952  0.083
H2 -0.033 -0.131 -1.218  0.073